Entry 1:
{
  "formula": "C6H12O",
  "method": "wB97M-V/def2-TZVPD",
  "homo_ev": -9.42,
  "charge": 0,
  "multiplicity": 1,
  "energy_ha": -311.020099,
  "relative_energy_kcal_mol": 24.6,
  "species": ["C", "C", "C", "C", "C", "C", "O", "H", "H", "H", "H", "H", "H", "H", "H", "H", "H", "H", "H"],
  "coordinates": [[2.014096, 0.290551, -0.484277], [1.044442, -0.188174, 0.597265], [-0.389648, -0.331970, 0.117897], [-0.604703, -1.270113, -1.053504], [-1.475058, -0.255963, 1.167719], [-1.294235, 0.871572, 0.205037], [-0.827011, 2.073267, 0.747928], [1.716376, 1.270687, -0.877819], [2.057479, -0.404597, -1.330028], [3.028957, 0.387367, -0.084043], [1.067581, 0.513069, 1.438618], [1.380761, -1.158713, 0.986913], [-0.171073, -0.867890, -1.977371], [-0.145214, -2.249108, -0.865394], [-1.672352, -1.436818, -1.236339], [-1.165530, -0.056868, 2.190688], [-2.351669, -0.891278, 1.069791], [-2.044037, 0.989145, -0.581266], [-0.297847, 2.511992, 0.069141]],
  "forces_ev_per_a": [[0.013, 0.017, -0.060], [0.001, 0.006, 0.067], [0.097, -0.028, -0.047], [-0.031, -0.016, -0.059], [-0.104, -0.087, 0.123], [-0.162, -0.200, -0.156], [0.145, 0.158, -0.153], [0.040, -0.134, 0.045], [-0.006, 0.098, 0.133], [-0.154, -0.003, -0.057], [-0.014, -0.111, -0.111], [-0.046, 0.109, -0.055], [-0.047, -0.067, 0.147], [-0.073, 0.145, 0.008], [0.154, 0.053, 0.037], [-0.014, -0.016, -0.163], [0.143, 0.101, -0.005], [0.139, -0.017, 0.139], [-0.079, -0.007, 0.170]],
  "lowdin_charge": [-0.096, -0.202, -0.451, -0.040, -0.035, -0.320, -0.011, 0.072, 0.067, 0.072, 0.111, 0.118, 0.079, 0.087, 0.082, 0.116, 0.106, 0.147, 0.096]
}

---

Entry 2:
{
  "formula": "C16H24N5O2",
  "method": "wB97M-V/def2-TZVPD",
  "homo_ev": -1.95,
  "charge": -1,
  "multiplicity": 1,
  "energy_ha": -1048.268594,
  "relative_energy_kcal_mol": 0.0,
  "species": ["N", "N", "C", "C", "C", "C", "O", "O", "H", "H", "H", "H", "H", "H", "H", "H", "H", "N", "C", "C", "C", "C", "H", "H", "H", "H", "H", "N", "C", "C", "C", "C", "H", "H", "H", "H", "H", "N", "C", "C", "C", "C", "H", "H", "H", "H", "H"],
  "coordinates": [[0.759108, -5.574863, -2.138491], [2.029143, -5.790863, -2.758643], [2.973559, -4.746881, -2.514717], [2.466556, -3.281490, -2.422418], [2.016440, -2.874645, -1.001960], [0.946463, -1.829790, -0.994537], [-0.088685, -1.846299, -0.373447], [1.196242, -0.747423, -1.768386], [0.279770, -4.730287, -2.458562], [0.775650, -5.541699, -1.110257], [3.614348, -4.885380, -1.583425], [3.698091, -4.764050, -3.341859], [3.293698, -2.621185, -2.725988], [1.650970, -3.127196, -3.143180], [1.665865, -3.730973, -0.432827], [2.876414, -2.443126, -0.472149], [1.988167, -0.927507, -2.298918], [-2.385409, -0.776384, -2.001808], [-3.745797, -0.722228, -1.907697], [-4.264768, -0.840569, -3.172317], [-3.166478, -0.977009, -4.063807], [-2.023113, -0.936497, -3.306659], [-1.729653, -0.757974, -1.235615], [-4.231948, -0.608510, -0.953463], [-5.312025, -0.839175, -3.427004], [-3.209638, -1.104288, -5.132949], [-0.986082, -1.018444, -3.583609], [-0.040007, -0.092781, 2.004387], [0.686332, -0.226260, 3.150460], [0.404466, 0.843699, 3.962423], [-0.533778, 1.655396, 3.268286], [-0.784397, 1.047308, 2.063251], [-0.027655, -0.739940, 1.225537], [1.338973, -1.070209, 3.296760], [0.822913, 1.020892, 4.939774], [-0.982653, 2.573694, 3.611028], [-1.427136, 1.335214, 1.248349], [-0.212701, 5.409904, 3.973151], [0.351161, 5.155454, 2.754301], [0.392338, 6.334952, 2.059270], [-0.173212, 7.339120, 2.893429], [-0.537208, 6.735750, 4.068115], [-0.364359, 4.722104, 4.688150], [0.674159, 4.161978, 2.491928], [0.780650, 6.462823, 1.062648], [-0.300264, 8.382625, 2.656900], [-0.996566, 7.135178, 4.956084]],
  "forces_ev_per_a": [[-0.031, -0.242, 0.172], [-0.063, 0.335, -0.447], [0.021, -0.197, 0.195], [0.014, 0.198, -0.100], [0.056, -0.050, 0.029], [0.317, 0.176, -0.383], [-0.164, 0.027, 0.378], [0.033, -0.041, -0.112], [0.064, 0.055, 0.070], [0.098, -0.001, -0.004], [-0.135, 0.158, 0.048], [0.046, -0.116, 0.080], [-0.080, -0.001, -0.030], [0.053, -0.153, 0.068], [-0.022, 0.003, -0.051], [-0.102, -0.099, 0.063], [-0.061, 0.011, 0.048], [0.001, 0.076, -0.042], [-0.001, 0.036, 0.043], [0.009, 0.006, 0.008], [0.007, -0.002, 0.006], [-0.016, 0.001, -0.028], [0.010, -0.174, -0.023], [-0.005, -0.010, -0.007], [0.006, 0.006, 0.004], [0.002, 0.003, 0.006], [-0.005, 0.000, 0.001], [0.034, -0.012, -0.009], [0.001, -0.005, 0.007], [-0.001, 0.011, -0.014], [-0.006, 0.007, 0.040], [0.013, 0.003, -0.002], [-0.080, 0.011, 0.015], [-0.004, 0.005, 0.003], [-0.004, -0.006, -0.001], [-0.036, -0.027, -0.019], [0.004, 0.003, 0.007], [-0.016, -0.021, 0.021], [0.070, -0.002, -0.025], [-0.020, 0.016, 0.020], [0.001, -0.004, 0.000], [0.009, 0.002, 0.000], [0.011, 0.010, -0.017], [-0.024, 0.008, -0.019], [-0.004, -0.002, 0.005], [0.000, -0.005, 0.001], [-0.001, 0.002, -0.006]],
  "lowdin_charge": [-0.172, -0.277, -0.436, -0.230, -0.134, -0.511, 0.052, 0.094, 0.015, 0.014, 0.076, 0.071, 0.093, 0.103, 0.100, 0.127, 0.102, 0.019, -0.148, -0.127, -0.119, -0.137, 0.108, 0.100, 0.081, 0.083, 0.102, 0.028, -0.138, -0.121, -0.138, -0.133, 0.099, 0.107, 0.082, 0.070, 0.109, 0.002, -0.140, -0.112, -0.121, -0.151, 0.135, 0.099, 0.088, 0.085, 0.100]
}

---

Entry 3:
{
  "formula": "C44H34N3O5P2STc",
  "method": "wB97M-V/def2-TZVPD",
  "homo_ev": [-10.37, -10.34],
  "charge": 1,
  "multiplicity": 4,
  "energy_ha": -3399.203838,
  "s_squared": 3.78,
  "species": ["Tc", "C", "P", "C", "C", "C", "C", "C", "C", "C", "C", "C", "C", "C", "C", "C", "C", "C", "C", "C", "P", "C", "C", "C", "C", "C", "C", "C", "C", "C", "C", "C", "C", "N", "H", "H", "H", "H", "H", "H", "H", "H", "H", "H", "H", "H", "H", "H", "H", "H", "H", "H", "H", "H", "H", "H", "H", "H", "H", "H", "O", "C", "C", "C", "N", "C", "C", "C", "O", "O", "C", "O", "O", "H", "H", "H", "S", "C", "N", "C", "C", "C", "C", "C", "C", "H", "H", "H", "H", "H"],
  "coordinates": [[0.568814, 0.177010, 0.504694], [3.120314, -1.492090, -0.501106], [1.443414, -2.019490, 0.098394], [0.884614, -3.015290, -1.305406], [0.095114, -2.389090, -2.261306], [-0.244886, -3.054990, -3.423006], [0.209414, -4.345490, -3.636906], [0.984514, -4.976090, -2.675806], [1.325414, -4.319490, -1.506806], [1.571814, -3.111490, 1.529894], [2.685314, -3.200390, 2.359894], [2.616114, -3.979090, 3.504394], [1.450614, -4.653490, 3.830594], [0.334114, -4.547390, 3.015094], [0.391314, -3.774990, 1.871794], [2.809014, -0.376890, -1.439206], [3.390214, 0.076210, -2.614006], [2.601514, 1.150010, -3.073306], [1.566914, 1.309110, -2.167206], [0.397914, 2.223110, -2.099206], [-0.967186, 1.192410, -1.333706], [-2.179986, 2.432710, -0.773006], [-2.301086, 3.647110, -1.441806], [-3.237586, 4.578410, -1.030206], [-4.040886, 4.323810, 0.069794], [-3.927186, 3.117210, 0.739594], [-3.015486, 2.167910, 0.308794], [-1.880186, 0.498810, -2.757106], [-1.484386, 0.687010, -4.078706], [-2.292286, 0.238910, -5.110206], [-3.464686, -0.445690, -4.838606], [-3.840586, -0.671090, -3.523106], [-3.065886, -0.183890, -2.487406], [1.708214, 0.389010, -1.165806], [3.676314, -1.121590, 0.366694], [3.681014, -2.299790, -0.978406], [-0.266586, -1.387390, -2.074706], [-0.859186, -2.559490, -4.158306], [-0.038986, -4.861190, -4.551506], [1.334814, -5.981990, -2.842406], [1.925614, -4.812690, -0.754906], [3.594314, -2.661890, 2.130194], [3.474114, -4.051690, 4.154794], [1.405914, -5.256290, 4.725694], [-0.579486, -5.060090, 3.274494], [-0.476086, -3.663590, 1.233794], [4.279514, -0.303990, -3.077206], [2.776714, 1.727510, -3.957906], [0.588814, 3.051110, -1.409506], [0.163314, 2.648010, -3.072406], [-1.682786, 3.862210, -2.300406], [-3.339786, 5.510510, -1.564406], [-4.762386, 5.058410, 0.397294], [-4.549386, 2.917010, 1.600494], [-2.968786, 1.208710, 0.801594], [-0.559286, 1.184610, -4.325506], [-1.994586, 0.423710, -6.130806], [-4.086786, -0.797490, -5.647006], [-4.733286, -1.236490, -3.299806], [-3.371486, -0.349990, -1.466806], [-1.760186, -1.705790, 5.944394], [-1.351086, -1.309190, 4.742794], [-2.121286, -1.418890, 3.581694], [-1.601386, -0.977090, 2.381694], [-0.393786, -0.418090, 2.277194], [0.367814, -0.350390, 3.379694], [-0.061086, -0.774390, 4.616494], [1.788614, 0.144310, 3.132594], [2.523414, 0.433710, 4.049094], [2.087514, 0.169010, 1.882794], [-2.368586, -1.148490, 1.060394], [-3.546386, -1.448890, 1.092894], [-1.649386, -0.945290, 0.035394], [-2.662086, -2.055090, 5.926894], [-3.114286, -1.843690, 3.564594], [0.599014, -0.703990, 5.465994], [-0.220886, 4.275010, 2.664694], [-0.443186, 2.712710, 2.008094], [0.481514, 2.276210, 1.205794], [1.501914, 3.194010, 1.077394], [2.673014, 3.063910, 0.330994], [3.561914, 4.116010, 0.295794], [3.326614, 5.292510, 1.006794], [2.191014, 5.433710, 1.775794], [1.286114, 4.382610, 1.801394], [-1.323686, 2.148710, 2.244094], [2.879214, 2.161710, -0.218406], [4.461314, 4.027210, -0.294406], [4.037614, 6.101510, 0.956994], [2.006714, 6.327910, 2.347294]],
  "forces_ev_per_a": [[-0.605, 0.502, -0.845], [-0.036, 0.110, 0.570], [1.148, -0.958, -0.668], [-0.390, 0.366, 0.167], [-0.020, 0.076, 0.166], [-0.023, 0.024, -0.122], [-0.018, 0.075, 0.037], [0.094, -0.078, 0.025], [0.012, 0.087, 0.147], [-0.305, 0.306, 0.002], [-0.040, 0.084, -0.128], [0.082, -0.029, 0.095], [0.000, 0.032, -0.009], [-0.072, -0.023, 0.027], [0.067, 0.105, -0.087], [0.917, -0.065, -0.757], [-0.178, -0.574, 0.979], [-0.819, 0.278, 0.531], [0.285, 0.365, -0.983], [-0.333, -0.174, 0.233], [0.578, 1.304, -0.654], [0.045, -0.191, 0.307], [0.043, -0.073, -0.052], [-0.011, 0.106, 0.039], [-0.016, 0.003, 0.021], [-0.072, -0.008, 0.087], [0.037, -0.012, -0.113], [0.126, -0.403, 0.245], [0.106, 0.069, 0.176], [0.000, -0.056, -0.105], [0.008, 0.026, 0.035], [-0.021, -0.027, -0.026], [0.036, -0.031, 0.041], [-0.281, -0.259, 0.607], [0.055, -0.094, -0.043], [-0.218, 0.005, 0.107], [-0.011, -0.087, -0.123], [-0.095, 0.065, -0.104], [-0.046, -0.069, -0.072], [0.031, -0.138, -0.004], [0.067, -0.077, 0.034], [0.035, 0.016, -0.025], [0.104, -0.001, 0.026], [0.027, -0.033, 0.059], [-0.087, -0.067, 0.007], [-0.124, -0.113, -0.042], [0.136, -0.170, -0.073], [-0.048, 0.190, -0.219], [-0.111, 0.054, -0.033], [-0.110, 0.002, 0.026], [0.063, 0.034, -0.074], [0.021, 0.084, -0.065], [-0.024, 0.042, 0.010], [-0.083, -0.070, -0.004], [-0.032, -0.085, 0.098], [0.094, 0.024, 0.026], [0.036, -0.014, -0.109], [-0.037, -0.058, -0.089], [-0.102, 0.045, 0.019], [-0.056, -0.070, 0.092], [0.002, -0.035, 0.176], [0.117, 0.122, -0.602], [0.123, 0.158, -0.110], [-0.636, -0.183, -0.223], [-0.020, -0.316, 0.500], [0.328, -0.029, 0.532], [-0.029, 0.072, -0.065], [-0.313, -0.094, 1.772], [-0.269, -0.152, -0.362], [0.158, 0.060, -1.786], [-0.047, -0.141, 0.529], [-0.238, -0.030, 0.214], [0.755, 0.094, -0.165], [0.097, 0.047, -0.094], [-0.104, -0.056, 0.026], [0.100, 0.047, 0.061], [0.194, -0.338, -0.300], [-0.135, 0.446, 0.211], [-0.364, -0.550, 0.140], [0.696, 1.021, 0.089], [0.046, -0.041, -0.044], [-0.030, -0.085, -0.028], [-0.150, 0.074, 0.106], [0.063, 0.029, -0.007], [-0.219, -0.412, -0.082], [-0.168, -0.163, 0.081], [0.064, -0.099, -0.011], [0.062, -0.045, -0.033], [0.092, 0.069, 0.016], [-0.004, 0.158, 0.047]],
  "lowdin_charge": [1.478, -0.211, 1.046, -0.337, -0.082, -0.047, -0.058, -0.065, -0.073, -0.352, -0.067, -0.058, -0.060, -0.064, -0.096, -0.379, -0.018, -0.024, -0.405, -0.246, 1.083, -0.343, -0.070, -0.060, -0.064, -0.063, -0.111, -0.333, -0.078, -0.074, -0.068, -0.054, -0.075, -0.190, 0.081, 0.111, 0.053, 0.105, 0.111, 0.110, 0.113, 0.111, 0.113, 0.112, 0.112, 0.114, 0.107, 0.106, 0.076, 0.086, 0.106, 0.111, 0.111, 0.114, 0.086, 0.096, 0.109, 0.109, 0.113, 0.093, 0.126, -0.266, 0.089, -0.166, -0.018, -0.164, 0.107, -0.581, 0.122, -0.177, -0.649, 0.076, -0.186, 0.136, 0.138, 0.145, 1.148, -0.445, -0.087, -0.303, -0.009, -0.042, -0.057, -0.070, -0.433, 0.071, 0.096, 0.116, 0.114, 0.115]
}

---

- Which of these has the highest charge?
  C44H34N3O5P2STc

---

- Number 3 is which compound?
  C44H34N3O5P2STc

---

- The lowest charge belongs to which entry?
  C16H24N5O2